Computed, not measured: a structure of composition C28H36Cl2IrN2O2S, with wB97M-V/def2-TZVPD.

Each line ends with the Löwdin charge.
CARTESIAN COORDINATES (ANGSTROEM)
Ir  0.012  0.418  -0.605  1.241
C  1.157  -1.155  0.448  -0.139
C  0.759  -0.168  1.432  -0.229
C  -0.585  -0.579  1.884  -0.093
C  -0.925  -1.720  1.129  -0.005
C  0.128  -2.131  0.294  -0.185
C  0.155  -3.394  -0.523  -0.545
C  1.507  -3.574  -1.211  -0.048
C  -0.075  -4.573  0.442  -0.020
C  -0.980  -3.363  -1.555  -0.038
C  -1.513  -0.076  2.989  -0.515
C  -2.054  1.336  2.725  -0.035
C  -0.803  -0.131  4.353  -0.024
C  -2.743  -0.990  3.102  -0.053
C  1.828  0.765  2.014  -0.539
C  1.293  2.119  2.480  -0.036
C  2.891  1.068  0.944  -0.051
C  2.530  0.029  3.167  -0.008
H  2.158  -1.260  0.060  0.119
H  -1.869  -2.235  1.195  0.120
H  2.312  -3.673  -0.480  0.097
H  1.733  -2.739  -1.874  0.050
H  1.496  -4.486  -1.809  0.097
H  0.693  -4.606  1.216  0.098
H  -0.037  -5.510  -0.115  0.099
H  -1.050  -4.511  0.927  0.088
H  -0.839  -2.547  -2.266  0.043
H  -1.952  -3.243  -1.072  0.087
H  -1.001  -4.302  -2.110  0.098
H  -1.270  2.062  2.532  0.047
H  -2.622  1.670  3.596  0.104
H  -2.738  1.316  1.873  0.073
H  -0.013  0.607  4.458  0.061
H  -0.378  -1.120  4.531  0.103
H  -1.535  0.062  5.138  0.099
H  -3.332  -1.001  2.182  0.089
H  -3.386  -0.615  3.898  0.099
H  -2.469  -2.014  3.358  0.100
H  0.792  2.638  1.657  0.067
H  2.127  2.741  2.804  0.101
H  0.605  2.043  3.316  0.063
H  2.451  1.529  0.051  0.062
H  3.456  0.186  0.643  0.087
H  3.609  1.781  1.349  0.102
H  1.851  -0.214  3.980  0.071
H  3.326  0.658  3.568  0.103
H  2.981  -0.899  2.813  0.099
Cl  3.228  1.231  -7.539  0.845
C  2.458  0.707  -6.128  -0.618
C  2.038  -0.619  -6.008  -0.084
C  1.422  -1.036  -4.855  -0.531
Cl  0.885  -2.634  -4.707  0.871
C  1.210  -0.132  -3.718  -0.325
O  0.714  -0.565  -2.666  -0.079
C  1.622  1.249  -3.919  -0.088
C  1.397  2.296  -2.931  -0.132
O  0.832  2.194  -1.851  -0.078
C  2.232  1.632  -5.084  -0.004
H  2.196  -1.313  -6.822  0.129
H  1.773  3.288  -3.221  0.151
H  2.548  2.659  -5.226  0.133
S  -2.284  0.326  -1.461  0.728
C  -2.552  1.880  -0.843  -0.783
N  -3.749  2.510  -0.967  0.112
C  -3.968  3.751  -0.478  0.003
C  -2.956  4.403  0.160  0.013
C  -1.739  3.719  0.273  -0.063
N  -1.547  2.505  -0.207  0.007
H  -4.497  2.018  -1.442  0.169
H  -4.957  4.161  -0.627  0.154
H  -3.092  5.395  0.561  0.130
H  -0.894  4.175  0.776  0.134

HOMO energy (alpha / beta), hartree: -0.477 / -0.524
LUMO energy (alpha / beta), eV: -6.36 / -8.47
Multiplicity: 6
Total charge: +2
Kohn-Sham gap (alpha / beta), eV: 6.626 / 5.783
Energy relative to the best compared isomer or geometry (same formula, charge and spin), kJ/mol: 0.0
Total energy, eV: -75397.3020

---

Computed, not measured: a structure of composition C35H51CsN7O2SSe in a non-equilibrium geometry, with wB97M-V/def2-TZVPD.

Each line ends with the Löwdin charge.
CARTESIAN COORDINATES (ANGSTROEM)
Cs  1.412  0.431  1.974  1.418
C  -0.233  -4.441  -3.894  -0.057
C  -0.232  -2.932  -3.607  -0.560
C  -1.639  -2.394  -3.875  -0.076
C  0.734  -2.235  -4.578  -0.054
C  0.210  -2.677  -2.164  -0.186
C  -0.598  -2.040  -1.235  -0.061
C  -0.155  -1.809  0.060  -0.422
Se  -1.311  -0.923  1.333  0.996
C  -2.038  0.424  0.169  -0.424
C  -3.201  0.127  -0.537  -0.100
C  -3.751  1.023  -1.438  -0.191
C  -3.082  2.244  -1.588  0.007
C  -1.931  2.595  -0.894  -0.087
C  -1.361  1.667  0.041  -0.399
O  -0.288  1.919  0.730  -0.459
C  -1.250  3.948  -1.128  -0.527
C  0.169  3.711  -1.677  -0.043
C  -1.211  4.743  0.191  -0.044
C  -1.983  4.825  -2.146  -0.081
C  -5.007  0.729  -2.262  -0.562
C  -4.674  0.792  -3.760  -0.050
C  -5.571  -0.660  -1.963  -0.072
C  -6.094  1.768  -1.944  -0.057
C  1.120  -2.227  0.523  -0.518
O  1.493  -1.968  1.734  -0.540
C  1.965  -2.869  -0.446  -0.093
C  1.482  -3.076  -1.732  0.002
C  3.388  -3.278  -0.044  -0.535
C  4.147  -3.966  -1.180  -0.080
C  3.336  -4.255  1.144  -0.050
C  4.190  -2.024  0.352  -0.044
H  -0.548  -4.639  -4.926  0.077
H  -0.919  -4.955  -3.215  0.087
H  0.763  -4.872  -3.755  0.074
H  -1.910  -2.577  -4.920  0.081
H  -1.695  -1.316  -3.691  0.081
H  -2.383  -2.888  -3.241  0.085
H  0.435  -2.419  -5.618  0.078
H  1.758  -2.596  -4.451  0.073
H  0.732  -1.156  -4.401  0.089
H  -1.586  -1.691  -1.507  0.081
H  -3.656  -0.842  -0.364  0.088
H  -3.492  2.958  -2.292  0.088
H  0.691  2.949  -1.100  0.063
H  0.750  4.642  -1.660  0.083
H  0.112  3.362  -2.713  0.086
H  -0.790  4.141  0.996  0.046
H  -2.227  5.033  0.479  0.087
H  -0.611  5.653  0.075  0.084
H  -2.038  4.348  -3.129  0.081
H  -1.436  5.766  -2.261  0.083
H  -2.999  5.066  -1.816  0.082
H  -3.900  0.058  -4.006  0.076
H  -4.302  1.780  -4.045  0.076
H  -5.564  0.575  -4.363  0.080
H  -4.846  -1.444  -2.202  0.080
H  -6.467  -0.832  -2.569  0.080
H  -5.850  -0.760  -0.909  0.086
H  -5.752  2.782  -2.169  0.074
H  -6.355  1.730  -0.882  0.087
H  -6.999  1.575  -2.534  0.078
H  2.128  -3.566  -2.453  0.088
H  3.643  -4.883  -1.504  0.083
H  5.148  -4.237  -0.832  0.078
H  4.261  -3.307  -2.046  0.082
H  2.821  -5.177  0.853  0.085
H  2.796  -3.798  1.974  0.066
H  4.352  -4.517  1.466  0.076
H  4.238  -1.324  -0.486  0.091
H  5.214  -2.300  0.629  0.079
H  3.720  -1.526  1.199  0.045
N  0.493  3.201  3.414  0.024
N  1.897  3.224  3.440  -0.124
C  2.664  3.464  2.358  -1.008
N  2.015  3.667  1.189  0.086
S  4.339  3.518  2.465  0.548
H  0.149  2.513  2.742  -0.025
H  0.158  4.106  3.111  0.079
H  2.341  2.857  4.271  0.074
H  1.107  3.227  1.008  0.021
H  2.623  3.773  0.398  0.079
N  1.103  -1.273  6.384  0.099
C  -0.273  -1.164  6.419  -0.086
C  -0.563  -0.015  5.738  -0.122
N  0.599  0.573  5.311  0.104
C  1.578  -0.192  5.699  -0.304
C  2.974  0.054  5.348  -0.306
N  3.493  1.236  5.115  0.112
C  4.791  1.008  4.726  -0.161
C  5.059  -0.330  4.733  -0.086
N  3.891  -0.934  5.135  0.103
H  1.648  -1.996  6.816  0.146
H  -0.897  -1.903  6.897  0.105
H  -1.530  0.410  5.512  0.107
H  5.434  1.826  4.437  0.057
H  5.937  -0.897  4.468  0.109
H  3.700  -1.921  5.098  0.153

HOMO energy, hartree: -0.147
LUMO energy, eV: 1.64
Total charge: -1
Kohn-Sham gap, eV: 5.638
Energy relative to the best compared isomer or geometry (same formula, charge and spin), kJ/mol: 151.9
Total energy, eV: -128381.8396

---

Computed, not measured: a structure of composition C10H10F6N3O5PdS3, with wB97M-V/def2-TZVPD.

Each line ends with the Löwdin charge.
CARTESIAN COORDINATES (ANGSTROEM)
Pd  -1.920  3.051  -0.171  0.608
F  -0.452  2.152  -2.938  0.109
C  0.683  1.576  -2.513  -0.674
F  1.592  1.666  -3.474  0.156
F  0.425  0.290  -2.278  0.131
S  1.245  2.456  -0.990  0.571
O  0.192  2.137  -0.026  -0.415
O  1.335  3.819  -1.411  -0.275
N  2.631  1.877  -0.616  -0.281
S  2.883  0.573  0.261  0.607
O  2.022  -0.530  -0.066  -0.299
O  4.291  0.371  0.348  -0.259
C  2.369  1.032  1.996  -0.669
F  2.505  2.336  2.219  0.140
F  1.101  0.687  2.239  0.117
F  3.142  0.366  2.853  0.138
S  -5.165  4.075  -0.940  0.806
C  -3.748  3.631  -0.647  -0.735
O  -0.732  6.000  -0.056  0.158
C  -1.056  4.927  -0.011  -0.102
N  -2.407  0.908  0.065  0.104
C  -1.964  -0.158  0.172  -0.239
N  -1.494  -1.364  0.283  -0.068
C  -1.418  -2.250  -0.889  -0.127
C  -0.092  -2.992  -0.894  -0.173
C  0.131  -3.704  0.439  -0.187
C  0.079  -2.710  1.597  -0.172
C  -1.240  -1.955  1.607  -0.123
H  -1.541  -1.637  -1.781  0.123
H  -2.255  -2.957  -0.838  0.128
H  0.714  -2.279  -1.067  0.094
H  -0.099  -3.708  -1.718  0.118
H  1.096  -4.212  0.432  0.115
H  -0.636  -4.476  0.578  0.113
H  0.896  -1.995  1.497  0.091
H  0.189  -3.223  2.554  0.118
H  -1.232  -1.148  2.337  0.126
H  -2.069  -2.630  1.846  0.128

HOMO energy (alpha / beta), hartree: -0.323 / -0.358
LUMO energy (alpha / beta), eV: -1.33 / -1.36
Multiplicity: 2
Total charge: 0
Kohn-Sham gap (alpha / beta), eV: 7.460 / 8.393
Energy relative to the best compared isomer or geometry (same formula, charge and spin), kJ/mol: 0.0
Total energy, eV: -77527.9090

---

Computed, not measured: a structure of composition C31H32N7O5PdS2Te, with wB97M-V/def2-TZVPD.

Each line ends with the Löwdin charge.
CARTESIAN COORDINATES (ANGSTROEM)
Pd  -0.878  -0.034  -0.892  0.764
C  -2.432  -8.118  -1.957  -0.042
C  -1.862  -6.729  -2.000  -0.258
C  -0.793  -6.418  -2.831  -0.024
C  -0.281  -5.130  -2.891  -0.039
C  -0.851  -4.147  -2.099  -0.289
C  -1.920  -4.428  -1.258  -0.050
C  -2.418  -5.715  -1.214  -0.027
S  -0.179  -2.529  -2.136  0.613
O  0.753  -2.440  -3.227  -0.282
O  -1.366  -1.619  -2.138  -0.426
N  0.484  -2.287  -0.721  -0.142
C  1.826  -2.172  -0.621  -0.405
C  2.555  -3.093  0.164  0.019
C  3.914  -2.994  0.282  -0.024
C  4.594  -1.950  -0.368  -0.046
C  3.865  -1.047  -1.075  -0.151
N  2.507  -1.133  -1.196  -0.194
H  -1.772  -8.833  -2.445  0.079
H  -3.397  -8.151  -2.466  0.090
H  -2.594  -8.444  -0.929  0.084
H  -0.355  -7.193  -3.448  0.118
H  0.543  -4.885  -3.547  0.114
H  -2.354  -3.644  -0.652  0.113
H  -3.253  -5.944  -0.564  0.120
H  1.990  -3.887  0.628  0.126
H  4.461  -3.724  0.864  0.121
H  5.666  -1.839  -0.308  0.117
H  4.331  -0.207  -1.571  0.100
N  2.399  6.479  3.461  0.120
C  1.666  5.614  2.696  -0.308
C  0.284  5.485  2.892  -0.017
C  -0.459  4.640  2.097  -0.059
C  0.163  3.916  1.088  -0.325
C  1.533  4.036  0.877  -0.056
C  2.280  4.873  1.674  -0.018
S  -0.774  2.871  0.066  0.597
O  -2.163  3.058  0.371  -0.283
O  -0.303  3.008  -1.296  -0.390
N  -0.300  1.309  0.445  -0.291
C  -0.726  0.779  1.668  -0.473
N  -0.529  1.452  2.795  0.160
C  -1.023  0.898  3.895  -0.096
C  -1.697  -0.316  3.888  -0.038
C  -1.797  -0.954  2.667  -0.112
N  -1.298  -0.422  1.553  0.094
H  1.992  6.871  4.290  0.100
H  3.401  6.434  3.435  0.099
H  -0.200  6.061  3.670  0.115
H  -1.524  4.536  2.247  0.115
H  2.008  3.481  0.078  0.096
H  3.345  4.977  1.505  0.114
H  -0.869  1.446  4.817  0.118
H  -2.109  -0.745  4.789  0.105
H  -2.278  -1.920  2.568  0.118
C  -4.276  0.496  0.377  -0.031
N  -4.671  1.188  -0.838  -0.163
C  -6.005  1.760  -0.894  -0.032
C  -3.788  1.417  -1.802  -0.289
O  -2.605  1.074  -1.810  -0.087
H  -5.172  0.152  0.889  0.096
H  -3.711  1.162  1.032  0.081
H  -3.658  -0.365  0.130  0.073
H  -6.756  0.978  -0.789  0.094
H  -6.150  2.260  -1.849  0.089
H  -6.139  2.491  -0.095  0.100
H  -4.193  1.973  -2.656  0.153
Te  1.537  0.665  -1.851  1.711
C  1.293  0.421  -3.905  -0.531
C  0.073  0.846  -4.423  -0.128
C  -0.105  0.855  -5.799  -0.058
C  0.914  0.425  -6.636  -0.062
C  2.122  -0.005  -6.107  -0.067
C  2.325  0.003  -4.736  -0.129
H  -0.740  1.148  -3.773  0.086
H  -1.049  1.184  -6.213  0.113
H  0.768  0.422  -7.708  0.111
H  2.912  -0.345  -6.763  0.111
H  3.269  -0.335  -4.328  0.100

HOMO energy (alpha / beta), hartree: -0.373 / -0.373
LUMO energy (alpha / beta), eV: -3.23 / -3.22
Total charge: +1
Kohn-Sham gap (alpha / beta), eV: 6.933 / 6.935
Energy relative to the best compared isomer or geometry (same formula, charge and spin), kJ/mol: 106.1
Total energy, eV: -85771.4915

---

Computed, not measured: a structure of composition C15H13AuCl2NOS4 in a non-equilibrium geometry, with wB97M-V/def2-TZVPD.

Each line ends with the Löwdin charge.
CARTESIAN COORDINATES (ANGSTROEM)
Au  -1.131  -0.376  -0.166  0.311
S  1.098  -0.373  0.025  0.660
C  1.745  -2.031  0.091  -0.989
N  1.054  -3.071  0.119  0.051
C  1.792  -4.233  0.043  -0.316
C  1.332  -5.488  0.005  -0.014
C  2.222  -6.518  -0.080  -0.051
C  3.596  -6.334  0.013  -0.049
C  4.086  -5.060  0.096  -0.061
C  3.159  -4.000  0.089  -0.466
S  3.497  -2.328  0.138  1.076
H  0.244  -5.658  0.201  0.152
H  1.889  -7.526  -0.196  0.112
H  4.191  -7.247  0.005  0.127
H  5.193  -4.889  0.164  0.137
Cl  -2.059  2.539  0.070  0.765
C  -3.721  2.256  -0.104  -0.653
C  -4.545  3.369  -0.061  -0.065
C  -5.898  3.147  -0.111  -0.031
C  -6.433  1.918  -0.063  -0.116
C  -5.620  0.847  -0.046  -0.659
Cl  -6.454  -0.698  -0.031  0.704
C  -4.244  0.967  -0.069  -0.642
S  -3.427  -0.560  -0.195  0.719
H  -4.048  4.287  0.081  0.107
H  -6.556  4.024  -0.007  0.144
H  -7.474  1.795  -0.018  0.110
C  3.063  2.859  0.376  -0.271
S  1.891  4.208  0.674  0.817
C  2.651  5.414  -0.388  -0.269
O  0.562  3.940  0.027  -0.614
H  3.976  2.914  0.993  0.064
H  3.460  3.009  -0.595  0.029
H  2.600  1.862  0.608  0.002
H  3.731  5.643  -0.172  0.088
H  2.084  6.300  -0.134  0.045
H  2.493  5.092  -1.384  0.043

HOMO energy (alpha / beta), hartree: -0.410 / -0.410
LUMO energy (alpha / beta), eV: -2.39 / -6.91
Multiplicity: 3
Total charge: +1
Kohn-Sham gap (alpha / beta), eV: 8.763 / 4.245
Energy relative to the best compared isomer or geometry (same formula, charge and spin), kJ/mol: 57.8
Total energy, eV: -91372.9315